{
  "formula": "C36H38ClF6O3Si2",
  "method": "the ωB97M-V functional and the def2-TZVPD basis",
  "total_energy_ha": -3258.7744,
  "orbital_gap_ev": 6.73,
  "lumo_energy_ev": 2.1,
  "largest_force_ev_per_a": 5.335,
  "charge": -1,
  "homo_energy_ev": -4.654,
  "symbols": ["Cl", "Si", "Si", "F", "F", "F", "F", "F", "F", "O", "O", "O", "C", "C", "C", "C", "C", "C", "C", "C", "C", "C", "C", "C", "C", "C", "C", "C", "C", "C", "C", "C", "C", "C", "C", "C", "C", "C", "C", "C", "C", "C", "C", "C", "C", "C", "C", "C", "H", "H", "H", "H", "H", "H", "H", "H", "H", "H", "H", "H", "H", "H", "H", "H", "H", "H", "H", "H", "H", "H", "H", "H", "H", "H", "H", "H", "H", "H", "H", "H", "H", "H", "H", "H", "H", "H"],
  "xyz": [[1.30, 2.58, 1.36], [-1.29, -0.15, -1.73], [0.52, -1.07, 0.32], [-5.49, -7.46, 2.30], [-6.71, -4.39, 0.31], [3.84, 10.19, -2.66], [5.86, -1.02, 2.76], [-0.56, 5.06, -0.02], [-0.50, 2.48, -2.01], [-1.00, -1.31, -0.48], [0.67, -3.18, 2.35], [1.72, -3.58, 0.35], [-6.69, -8.02, 2.56], [-0.37, 7.32, -0.67], [1.55, 6.09, 0.12], [-5.06, -4.66, 1.97], [5.84, -4.70, 0.95], [-1.37, 1.68, -1.14], [4.71, -3.90, 0.90], [-6.76, -9.17, 3.33], [4.92, 8.10, -2.80], [1.01, -2.79, 1.08], [1.78, 8.39, -0.54], [-2.80, -3.98, 1.50], [6.99, -3.01, 2.22], [4.06, 7.88, -5.44], [5.25, 6.97, -3.54], [2.68, 1.43, 0.87], [-4.50, -3.71, -0.18], [6.98, -4.26, 1.61], [-3.18, -3.57, 0.23], [-2.85, 2.32, -1.36], [-8.00, -9.74, 3.60], [3.73, 9.00, -4.69], [-9.07, -8.01, 2.30], [1.97, -0.57, -0.82], [-7.83, -7.43, 2.04], [4.71, -2.65, 1.51], [-9.15, -9.16, 3.08], [2.35, 7.21, -0.06], [5.86, -2.22, 2.17], [0.20, 6.15, -0.19], [4.82, 6.86, -4.86], [-5.43, -4.26, 0.70], [4.16, 9.11, -3.38], [-3.73, -4.53, 2.37], [0.42, 8.45, -0.84], [2.48, 0.95, -0.65], [1.80, 1.70, -1.18], [-9.97, -7.56, 1.90], [5.83, 6.18, -3.09], [3.13, 9.80, -5.12], [2.40, 9.27, -0.68], [3.74, 7.80, -6.47], [-2.77, 3.42, -1.01], [-2.63, -0.46, -2.28], [-0.02, 9.37, -1.20], [-4.82, -3.41, -1.17], [-10.12, -9.61, 3.28], [-3.43, -4.85, 3.36], [-1.09, 1.84, -0.04], [5.08, 5.98, -5.44], [3.82, -4.23, 0.37], [1.80, -0.77, -1.93], [-3.66, 1.75, -0.81], [1.97, 5.16, 0.50], [7.86, -4.90, 1.66], [-0.36, -0.37, -2.86], [2.85, 0.59, 1.62], [0.46, -0.15, 1.47], [3.51, 1.02, -1.17], [-2.45, -3.14, -0.45], [-8.06, -10.63, 4.21], [5.83, -5.68, 0.47], [-1.43, 7.34, -0.90], [-5.80, -5.08, 2.64], [-7.75, -6.53, 1.45], [-5.84, -9.61, 3.72], [-3.01, 2.35, -2.50], [3.63, 2.08, 0.89], [-1.76, -3.87, 1.82], [5.25, 8.21, -1.77], [7.88, -2.65, 2.74], [2.87, -1.23, -0.52], [3.84, -2.01, 1.49], [3.41, 7.17, 0.17]],
  "lowdin_charge": [0.505, 0.607, 0.583, 0.068, 0.031, 0.052, 0.046, 0.048, -0.161, -0.425, -0.234, -0.174, -0.282, -0.020, -0.016, -0.049, -0.097, -0.417, -0.056, -0.017, -0.024, -0.647, -0.105, -0.059, -0.042, -0.085, -0.078, -0.536, -0.023, -0.106, -0.067, -0.115, -0.091, -0.020, -0.084, -0.276, -0.010, 0.000, -0.108, -0.083, -0.289, -0.282, -0.096, -0.296, -0.293, -0.072, -0.086, -0.305, 0.081, 0.103, 0.106, 0.115, 0.090, 0.104, 0.076, -0.022, 0.102, 0.109, 0.096, 0.107, 0.083, 0.101, 0.088, 0.072, 0.080, 0.073, 0.094, -0.019, 0.080, -0.007, 0.108, 0.085, 0.101, 0.096, 0.114, 0.100, 0.107, 0.116, 0.082, 0.076, 0.092, 0.114, 0.106, 0.079, 0.098, 0.100]
}

=====

{
  "formula": "C36H38HgNO2P2S3",
  "method": "the ωB97M-V functional and the def2-TZVPD basis",
  "total_energy_ha": -3630.3986,
  "orbital_gap_ev": [6.03, 7.97],
  "lumo_energy_ev": [0.5, 0.3],
  "spin_multiplicity": 2,
  "largest_force_ev_per_a": 0.323,
  "charge": 0,
  "s2": 0.775,
  "homo_energy_ev": [-5.538, -7.652],
  "symbols": ["Hg", "S", "S", "S", "P", "P", "O", "O", "N", "C", "C", "C", "C", "C", "C", "C", "C", "C", "C", "C", "C", "C", "C", "C", "C", "C", "C", "C", "C", "C", "C", "C", "C", "C", "C", "C", "C", "C", "C", "C", "C", "C", "C", "C", "C", "H", "H", "H", "H", "H", "H", "H", "H", "H", "H", "H", "H", "H", "H", "H", "H", "H", "H", "H", "H", "H", "H", "H", "H", "H", "H", "H", "H", "H", "H", "H", "H", "H", "H", "H", "H", "H", "H"],
  "xyz": [[0.26, 0.19, -0.36], [4.69, 2.63, -2.01], [2.64, -0.02, -3.23], [1.35, 2.49, -1.56], [-2.19, 1.29, -0.13], [1.63, -1.92, 0.10], [-1.20, 0.18, -2.09], [-2.51, 0.41, -1.46], [1.15, 0.72, 1.67], [-6.00, 1.08, 1.39], [0.57, -3.18, 0.87], [-2.56, 5.62, -1.66], [-2.24, 3.27, -2.08], [-0.29, 2.56, 2.36], [-3.42, 0.34, 2.12], [0.32, -5.31, 1.98], [3.63, 4.10, -1.96], [1.13, -4.37, 1.34], [2.95, -4.12, -3.03], [4.51, 2.09, -3.74], [4.11, -2.86, -0.84], [-2.32, 4.57, -2.54], [1.35, 1.04, -3.93], [-2.66, 4.05, 0.16], [1.41, -0.38, 3.64], [-1.03, -5.06, 2.15], [-2.73, 5.36, -0.31], [2.73, -2.82, -1.01], [-0.79, -2.94, 1.03], [-4.49, 0.04, 2.96], [0.57, 0.71, 3.87], [-1.59, -3.88, 1.67], [4.17, 0.62, -3.94], [2.31, 3.96, -1.19], [2.62, -1.26, 1.50], [-5.78, 0.41, 2.59], [1.15, 2.45, -3.36], [-2.42, 3.00, -0.72], [1.74, -0.34, 2.29], [4.91, -3.52, -1.77], [-3.64, 1.00, 0.91], [-4.93, 1.38, 0.55], [2.15, -3.45, -2.11], [0.42, 1.40, 2.63], [4.33, -4.14, -2.86], [5.45, 2.29, -4.25], [-2.64, -3.68, 1.80], [-2.61, 6.63, -2.03], [-4.32, -0.46, 3.90], [-1.23, -2.03, 0.65], [0.14, 2.78, -3.60], [1.08, -3.41, -2.26], [3.45, 4.42, -2.99], [1.84, 3.16, -3.80], [0.76, -6.23, 2.34], [2.50, -4.60, -3.88], [4.19, 0.40, -5.01], [-2.19, 4.77, -3.60], [1.70, 4.85, -1.33], [-2.80, 3.85, 1.22], [1.48, 1.10, -5.02], [3.46, -0.70, 1.06], [-2.41, 0.07, 2.41], [4.95, -4.66, -3.58], [4.21, 4.90, -1.49], [-7.00, 1.37, 1.10], [-2.05, 2.44, -2.75], [-6.61, 0.19, 3.24], [0.13, 1.02, 4.81], [4.94, -0.01, -3.48], [1.76, -1.10, 4.36], [0.43, 0.47, -3.76], [3.75, 2.72, -4.22], [-2.93, 6.17, 0.38], [-0.84, 3.07, 3.14], [-5.10, 1.90, -0.38], [2.18, -4.57, 1.20], [4.57, -2.37, 0.01], [-1.66, -5.79, 2.64], [2.51, 3.85, -0.12], [-0.24, 3.02, 1.38], [5.98, -3.54, -1.63], [3.01, -2.06, 2.11]],
  "lowdin_charge": [0.839, 0.858, 0.826, 0.791, 0.928, 0.995, -0.466, -0.448, -0.054, -0.080, -0.357, -0.092, -0.100, 0.015, -0.093, -0.078, -0.538, -0.084, -0.077, -0.532, -0.089, -0.084, -0.523, -0.098, -0.070, -0.079, -0.083, -0.401, -0.088, -0.081, -0.063, -0.071, -0.543, -0.509, -0.269, -0.085, -0.487, -0.344, -0.434, -0.081, -0.336, -0.075, -0.109, -0.448, -0.082, 0.071, 0.107, 0.099, 0.103, 0.077, 0.061, 0.115, 0.064, 0.055, 0.104, 0.107, 0.076, 0.102, 0.080, 0.104, 0.084, 0.090, 0.092, 0.103, 0.069, 0.103, 0.093, 0.102, 0.093, 0.066, 0.095, 0.046, 0.052, 0.102, 0.049, 0.113, 0.109, 0.097, 0.104, 0.076, 0.018, 0.104, 0.095]
}

=====

{
  "formula": "C36H38HoN6O9S3",
  "method": "the ωB97M-V functional and the def2-TZVPD basis",
  "total_energy_ha": -4543.0703,
  "orbital_gap_ev": [7.60, 7.61],
  "lumo_energy_ev": [2.2, 2.2],
  "spin_multiplicity": 5,
  "largest_force_ev_per_a": 2.755,
  "charge": -1,
  "s2": 6.004,
  "homo_energy_ev": [-5.401, -5.411],
  "symbols": ["Ho", "S", "S", "S", "O", "O", "O", "O", "O", "O", "O", "O", "O", "N", "N", "N", "N", "N", "N", "C", "C", "C", "C", "C", "C", "C", "C", "C", "C", "C", "C", "C", "C", "C", "C", "C", "C", "C", "C", "C", "C", "C", "C", "C", "C", "C", "C", "C", "C", "C", "C", "C", "C", "C", "C", "H", "H", "H", "H", "H", "H", "H", "H", "H", "H", "H", "H", "H", "H", "H", "H", "H", "H", "H", "H", "H", "H", "H", "H", "H", "H", "H", "H", "H", "H", "H", "H", "H", "H", "H", "H", "H", "H"],
  "xyz": [[0.19, 0.51, -0.96], [2.22, -0.75, 0.10], [-0.67, 0.98, -3.87], [-1.61, -2.19, -2.68], [-1.40, 1.64, -2.71], [0.71, 4.96, 2.37], [1.32, 1.40, 5.06], [-4.07, 0.61, 0.33], [-1.17, -1.16, -1.69], [-2.79, -2.89, -2.21], [0.44, 0.17, -3.30], [-0.22, 1.92, -4.86], [-0.47, -2.92, -3.19], [-1.02, 1.23, 3.31], [4.55, -2.56, 0.77], [2.94, -1.78, -2.30], [-1.10, 0.79, 1.04], [0.09, 2.60, 1.87], [4.26, -2.40, -0.61], [-1.84, 3.09, 4.57], [0.31, 2.27, 5.12], [1.58, 0.32, 4.06], [3.80, -6.59, -1.20], [2.09, -5.00, -2.70], [-0.68, 1.54, 2.01], [-3.29, -0.42, 0.77], [-0.87, 2.18, 4.35], [-2.15, -2.69, 1.99], [0.74, 2.79, -0.58], [2.57, -6.21, -3.22], [2.35, -4.67, -1.39], [1.17, 3.76, -1.54], [0.41, 3.26, 6.11], [-3.27, -0.30, -6.51], [-3.59, 1.95, 0.10], [3.21, -5.45, -0.65], [1.41, 5.55, 0.09], [-3.98, -1.63, 0.85], [-1.78, 4.06, 5.53], [1.84, -3.37, -0.79], [-2.25, -1.40, -4.15], [-3.43, -2.73, 1.45], [-3.16, -2.15, -4.86], [3.50, -6.96, -2.49], [-2.38, 0.42, -5.81], [1.54, 5.05, -1.22], [0.51, 3.31, 0.72], [-3.65, -1.57, -6.04], [0.84, 4.64, 1.03], [0.71, 6.26, 2.72], [2.82, -2.11, -0.94], [-1.83, -0.13, -4.64], [-0.60, 4.17, 6.26], [-1.47, -1.47, 1.94], [-1.95, -0.33, 1.27], [1.69, 6.74, 2.46], [3.76, -2.98, 1.28], [-2.14, 1.47, -6.16], [0.73, -0.36, 4.07], [1.41, 3.50, -2.55], [-3.97, -3.64, 1.62], [2.06, -1.67, -2.80], [-4.54, 2.54, 0.02], [-3.68, 0.07, -7.42], [-3.03, 2.32, 0.99], [1.72, -3.52, 0.26], [-4.18, -2.17, -6.78], [1.45, -4.35, -3.33], [4.64, -7.05, -0.65], [2.07, 5.59, -2.01], [4.68, -1.64, 1.18], [-2.65, 3.13, 3.89], [0.51, 6.32, 3.78], [2.41, -0.29, 4.36], [-3.43, -3.15, -4.48], [-0.52, 4.93, 7.02], [2.30, -6.42, -4.21], [4.51, -3.27, -1.10], [-0.05, 6.84, 2.16], [4.06, -7.77, -2.88], [-0.43, -1.37, 2.20], [1.30, 3.26, 6.70], [-4.93, -1.61, 0.38], [-2.97, 2.01, -0.84], [-2.58, 4.72, 5.64], [3.52, -5.07, 0.34], [1.66, 6.57, 0.32], [1.75, 0.68, 3.08], [0.93, -3.07, -1.26], [-1.70, 0.52, 3.37], [3.55, -0.93, -2.50], [-1.68, -3.55, 2.41], [0.34, 3.05, 2.74]],
  "lowdin_charge": [1.330, 0.490, 0.516, 0.507, -0.412, -0.123, -0.056, -0.090, -0.477, -0.306, -0.451, -0.300, -0.297, 0.144, -0.052, 0.022, 0.001, 0.165, -0.125, -0.038, -0.225, 0.004, -0.104, -0.028, -0.409, -0.198, -0.192, -0.075, -0.170, -0.065, -0.233, -0.138, -0.002, -0.102, -0.042, -0.066, -0.020, -0.005, -0.077, -0.120, -0.217, -0.088, -0.050, -0.106, -0.086, -0.107, -0.197, -0.055, -0.196, -0.134, -0.929, -0.200, -0.082, -0.042, -0.235, 0.098, 0.042, 0.140, 0.078, 0.081, 0.100, 0.057, 0.097, 0.097, 0.081, 0.083, 0.099, 0.109, 0.104, 0.097, 0.037, 0.115, 0.085, 0.086, 0.124, 0.103, 0.077, 0.094, 0.106, 0.080, 0.092, 0.115, 0.112, 0.091, 0.083, 0.106, 0.087, 0.055, 0.067, 0.124, 0.115, 0.095, 0.130]
}